1.
ORCA calculation (ωB97M-V/def2-TZVPD) on a structure of composition C16H25INO5P2STm at a distorted geometry.

```
52
C16H25INO5P2STm (ωB97M-V/def2-TZVPD)
C -1.15 -0.31 -4.39
C -1.30 -0.81 -3.05
H -1.77 -0.89 -5.09
H -0.08 -0.37 -4.67
H -1.44 0.75 -4.41
O -1.77 -1.56 -2.29
I 2.24 2.99 -2.40
Tm 0.87 1.22 -0.70
P -1.81 1.71 -0.39
C -2.89 0.93 0.82
C -1.39 3.28 0.46
H -2.28 3.92 0.39
H -3.46 3.12 -1.39
H -0.52 3.78 -0.01
H -2.40 2.37 -2.64
H -2.33 0.68 1.73
H -1.14 3.09 1.51
C -2.96 2.19 -1.71
H -3.70 1.63 1.06
H -3.70 1.39 -1.88
H -3.29 0.00 0.38
P 1.83 -1.31 -1.12
C 1.53 -2.75 -0.07
C 2.18 -2.05 -2.74
H 3.69 0.29 -0.85
H 4.20 -1.45 -0.89
H 3.47 -0.73 0.60
C 3.46 -0.73 -0.50
H 2.07 -1.29 -3.52
H 3.22 -2.42 -2.71
H 2.38 -3.43 -0.18
H 0.60 -3.23 -0.40
H 1.48 -2.87 -2.93
H 1.42 -2.44 0.98
C -0.65 -0.76 -0.08
O -1.25 -1.61 0.45
O 2.03 2.49 0.72
C 1.74 1.76 1.73
N 0.91 0.71 1.51
S 0.51 -0.13 2.93
O -0.89 0.09 3.24
O 1.05 -1.47 2.87
C 1.54 0.92 3.89
C 1.73 0.82 5.26
C 2.60 1.75 5.86
C 3.24 2.73 5.07
C 3.03 2.82 3.70
C 2.15 1.89 3.12
H 1.21 0.04 5.83
H 2.77 1.69 6.93
H 3.91 3.42 5.58
H 3.50 3.58 3.08
```

## Properties
net charge = +2
frontier orbital gap (spin up / spin down) = 4.5 / 4.5 eV
HOMO (spin up / spin down) = -14.4 / -14.4 eV
expectation value of S² = 2.003
energy relative to the best compared isomer or geometry (same formula, charge and spin) = 20.2 kJ/mol
E = -95753.7292 eV
multiplicity = 3
largest force on an atom = 6.926 eV/A

---

2.
ORCA calculation (ωB97M-V/def2-TZVPD) on a structure of composition C16H25MnN5O6.

```
53
C16H25MnN5O6 (ωB97M-V/def2-TZVPD)
Mn 0.65 -0.87 -0.70
O -0.32 0.05 -4.68
C -0.16 -0.35 -3.46
O 0.79 -0.09 -2.73
C -1.27 -1.21 -2.93
C -2.39 -1.64 -3.63
C -3.30 -2.44 -2.96
C -3.07 -2.79 -1.63
C -1.93 -2.33 -1.01
N -1.05 -1.56 -1.67
C -1.48 -2.56 0.41
O -2.14 -3.28 1.26
O -0.42 -2.03 0.77
H 0.40 0.63 -4.99
H -2.54 -1.34 -4.66
H -4.19 -2.79 -3.46
H -3.79 -3.42 -1.10
H -2.96 -3.68 0.93
C 2.59 0.54 1.31
O 2.35 -0.35 0.18
C 3.45 -1.29 -0.05
C 3.14 -1.92 -1.38
O 1.75 -2.37 -1.33
C 1.57 -3.78 -0.98
H 3.60 0.92 1.23
H 2.46 -0.02 2.24
H 1.89 1.37 1.24
H 3.48 -2.00 0.77
H 4.38 -0.72 -0.09
H 3.79 -2.76 -1.61
H 3.19 -1.19 -2.19
H 2.18 -4.37 -1.66
H 0.52 -4.02 -1.12
H 1.87 -3.95 0.06
C 0.16 4.72 2.24
C -0.89 3.86 2.94
C -0.28 2.79 3.83
C -1.90 3.27 1.94
N -1.24 2.36 0.97
C -0.92 1.09 1.08
N -0.29 0.75 -0.04
N -0.23 1.86 -0.82
N -0.80 2.82 -0.22
H 0.79 5.21 2.98
H -0.28 5.48 1.61
H 0.83 4.11 1.62
H -1.51 4.52 3.56
H 0.39 2.13 3.26
H -1.03 2.19 4.33
H 0.33 3.25 4.60
H -2.37 4.05 1.34
H -2.67 2.69 2.45
H -1.14 0.45 1.93
```

## Properties
net charge = +3
frontier orbital gap (spin up / spin down) = 7.1 / 8.0 eV
HOMO (spin up / spin down) = -19.3 / -19.3 eV
expectation value of S² = 6.043
energy relative to the best compared isomer or geometry (same formula, charge and spin) = 2.3 kJ/mol
E = -68027.1536 eV
multiplicity = 5
largest force on an atom = 0.162 eV/A

---

3.
ORCA calculation (ωB97M-V/def2-TZVPD) on the molecule C16H25N3O4 at a distorted geometry.

```
48
C16H25N3O4 (ωB97M-V/def2-TZVPD)
C -5.73 -1.73 1.43
C -4.60 -0.98 0.79
C -4.60 0.41 0.74
C -3.56 1.11 0.17
C -2.46 0.46 -0.39
O -1.42 1.07 -0.99
C -1.35 2.48 -1.04
C -0.94 3.11 0.30
O 0.44 3.26 0.48
C 1.18 2.08 0.73
C 1.81 1.49 -0.56
N 2.87 0.54 -0.36
C 4.06 1.04 0.30
C 5.19 0.02 0.12
N 4.80 -1.24 0.72
C 5.87 -2.21 0.66
C 3.59 -1.73 0.08
C 2.47 -0.72 0.24
C -2.46 -0.95 -0.34
N -1.39 -1.74 -0.88
O -0.40 -1.17 -1.31
O -1.52 -2.95 -0.87
C -3.52 -1.64 0.24
H -5.78 -2.75 1.06
H -6.68 -1.24 1.24
H -5.58 -1.77 2.51
H -5.43 0.96 1.16
H -3.60 2.19 0.16
H -2.31 2.90 -1.39
H -0.59 2.69 -1.79
H -1.34 4.13 0.35
H -1.37 2.52 1.13
H 1.98 2.39 1.40
H 0.56 1.34 1.24
H 1.04 0.98 -1.14
H 2.21 2.32 -1.14
H 4.34 1.99 -0.15
H 3.91 1.19 1.38
H 6.09 0.39 0.62
H 5.40 -0.09 -0.96
H 6.17 -2.45 -0.37
H 5.55 -3.12 1.16
H 6.74 -1.81 1.19
H 3.31 -2.67 0.55
H 3.76 -1.91 -1.00
H 1.58 -1.07 -0.29
H 2.24 -0.61 1.31
H -3.47 -2.72 0.25
```

## Properties
net charge = 0
frontier orbital gap = 7.6 eV
HOMO = -8.1 eV
energy relative to the best compared isomer or geometry (same formula, charge and spin) = 524.9 kJ/mol
E = -29653.9165 eV
largest force on an atom = 1.208 eV/A

---

4.
ORCA calculation (ωB97M-V/def2-TZVPD) on the molecule C16H25N3O4S.

```
49
C16H25N3O4S (ωB97M-V/def2-TZVPD)
C 1.23 4.98 -3.59
C 2.12 4.13 -2.69
C 1.39 3.73 -1.40
C 2.28 2.98 -0.41
C 2.82 1.64 -0.91
N 1.79 0.70 -1.30
C 1.02 0.13 -0.30
O 1.12 0.51 0.85
N 0.14 -0.82 -0.73
C -0.86 -1.51 0.02
O -1.54 -2.31 -0.57
N -0.92 -1.16 1.31
C -1.78 -1.64 2.31
C -2.77 -2.58 2.05
C -3.60 -3.02 3.06
C -3.47 -2.53 4.35
C -4.35 -3.02 5.46
C -2.48 -1.59 4.60
C -1.63 -1.13 3.61
C -0.57 -0.11 3.93
S 1.67 0.26 -2.94
C 0.10 0.98 -3.48
O 1.55 -1.17 -3.02
O 2.74 0.89 -3.63
H 0.31 4.45 -3.85
H 1.75 5.23 -4.51
H 0.95 5.90 -3.09
H 3.01 4.70 -2.43
H 2.44 3.24 -3.23
H 0.52 3.12 -1.63
H 1.03 4.64 -0.91
H 3.14 3.60 -0.16
H 1.72 2.81 0.51
H 3.45 1.78 -1.78
H 3.41 1.18 -0.11
H 0.30 -1.23 -1.65
H -0.22 -0.48 1.61
H -2.88 -2.96 1.05
H -4.36 -3.75 2.84
H -3.84 -3.78 6.04
H -4.61 -2.20 6.13
H -5.27 -3.45 5.06
H -2.36 -1.20 5.60
H -0.61 0.15 4.98
H -0.71 0.80 3.34
H 0.42 -0.50 3.71
H 0.26 2.03 -3.66
H -0.17 0.47 -4.40
H -0.65 0.80 -2.72
```

## Properties
net charge = 0
frontier orbital gap = 8.7 eV
HOMO = -8.2 eV
energy relative to the best compared isomer or geometry (same formula, charge and spin) = 5.3 kJ/mol
E = -40495.0888 eV
largest force on an atom = 0.985 eV/A

---

5.
ORCA calculation (ωB97M-V/def2-TZVPD) on a structure of composition C16H25NO at a distorted geometry.

```
43
C16H25NO (ωB97M-V/def2-TZVPD)
C -5.19 -1.72 -1.10
H -6.09 -1.89 -1.57
H -4.90 -2.35 -0.42
H -4.48 -1.94 -2.01
C -5.07 -0.47 -0.82
C -3.73 -0.11 -0.16
C -2.99 0.82 -0.66
C -1.62 1.23 -0.55
C -1.09 0.50 0.52
C -1.77 -0.55 1.23
C -3.16 -0.55 0.85
H -3.78 -1.42 1.23
H -1.34 -1.24 1.94
O 0.24 0.73 1.15
C 1.11 1.51 0.35
C 1.62 0.93 -0.69
C 2.62 -0.40 -0.47
N 3.73 0.13 0.29
C 4.49 -0.76 0.94
C 5.27 -1.61 0.17
H 4.71 -2.49 -0.48
H 6.05 -1.96 0.73
C 5.68 -0.51 -0.96
H 6.69 -0.34 -0.82
H 5.44 -0.80 -2.25
C 4.93 0.65 -0.66
H 5.47 1.15 -0.08
H 4.50 1.31 -1.56
H 4.91 -0.41 1.89
H 3.67 -1.52 1.57
H 2.03 -0.82 0.05
H 2.80 -0.78 -1.59
H 2.29 1.78 -1.30
H 0.85 0.52 -1.50
H 0.61 2.44 0.31
H 1.98 1.86 1.23
H -1.02 1.98 -1.11
H -3.32 1.55 -1.37
C -6.10 0.03 0.48
H -6.09 1.13 0.92
H -7.03 -0.22 0.27
H -6.06 -0.62 1.54
H -5.41 0.35 -1.46
```

## Properties
net charge = 0
frontier orbital gap = 9.2 eV
HOMO = -8.3 eV
energy relative to the best compared isomer or geometry (same formula, charge and spin) = 1495.6 kJ/mol
E = -20521.0523 eV
largest force on an atom = 14.636 eV/A

---

6.
ORCA calculation (ωB97M-V/def2-TZVPD) on the molecule C16H25NO.

```
43
C16H25NO (ωB97M-V/def2-TZVPD)
C 0.62 1.55 -2.37
C 1.46 0.29 -2.45
C 0.76 -0.89 -1.78
C 1.63 -2.15 -1.77
C 0.91 -3.40 -1.28
C 0.21 -3.25 0.08
C 1.17 -2.92 1.22
C 0.43 -2.43 2.47
N -0.29 -1.20 2.21
C 0.36 -0.02 2.05
O 1.54 0.11 2.29
C -0.48 1.11 1.57
C -0.09 2.40 1.92
C -0.80 3.50 1.48
C -1.91 3.34 0.66
C -2.66 4.54 0.16
C -2.29 2.06 0.29
C -1.59 0.95 0.74
H 0.44 1.83 -1.33
H -0.35 1.40 -2.85
H 1.12 2.38 -2.87
H 1.66 0.04 -3.50
H 2.42 0.46 -1.96
H -0.18 -1.10 -2.30
H 0.52 -0.60 -0.75
H 1.99 -2.34 -2.79
H 2.52 -1.96 -1.15
H 0.15 -3.68 -2.02
H 1.63 -4.22 -1.22
H -0.32 -4.18 0.31
H -0.54 -2.46 -0.01
H 1.85 -2.12 0.92
H 1.77 -3.79 1.47
H -0.28 -3.18 2.83
H 1.16 -2.23 3.26
H -1.27 -1.26 1.99
H 0.78 2.52 2.55
H -0.49 4.49 1.76
H -2.87 5.22 0.98
H -3.60 4.25 -0.31
H -2.06 5.08 -0.57
H -3.14 1.91 -0.36
H -1.90 -0.03 0.41
```

## Properties
net charge = 0
frontier orbital gap = 10.0 eV
HOMO = -9.2 eV
energy relative to the best compared isomer or geometry (same formula, charge and spin) = 0.0 kJ/mol
E = -20536.5533 eV
largest force on an atom = 0.530 eV/A

---

7.
ORCA calculation (ωB97M-V/def2-TZVPD) on the molecule C16H25NO3.

```
45
C16H25NO3 (ωB97M-V/def2-TZVPD)
C -4.59 -0.15 1.53
O -4.14 0.05 0.22
C -2.91 0.62 0.04
C -2.50 0.80 -1.29
C -1.28 1.35 -1.58
C -0.41 1.75 -0.55
O 0.77 2.30 -0.97
C 1.75 2.65 -0.04
C 2.46 1.44 0.63
O 3.71 1.85 1.15
C 2.70 0.30 -0.38
N 1.72 -0.75 -0.19
C 2.13 -1.67 0.85
C 1.02 -2.60 1.34
C 0.74 -3.75 0.37
C -0.23 -3.40 -0.77
C -0.13 -1.96 -1.26
C 1.30 -1.41 -1.41
C -0.82 1.59 0.76
C -2.06 1.03 1.05
H -3.93 -0.82 2.09
H -5.57 -0.61 1.44
H -4.69 0.80 2.08
H -3.17 0.49 -2.07
H -0.96 1.49 -2.60
H 1.35 3.33 0.73
H 2.50 3.19 -0.62
H 1.83 1.05 1.44
H 3.58 2.58 1.76
H 3.73 -0.05 -0.23
H 2.61 0.71 -1.39
H 2.47 -1.07 1.70
H 2.99 -2.28 0.52
H 1.34 -3.02 2.29
H 0.11 -2.02 1.51
H 0.33 -4.60 0.92
H 1.69 -4.08 -0.05
H -1.25 -3.57 -0.43
H -0.04 -4.08 -1.60
H -0.65 -1.29 -0.58
H -0.63 -1.90 -2.23
H 1.29 -0.66 -2.20
H 1.99 -2.22 -1.71
H -0.20 1.90 1.58
H -2.33 0.92 2.09
```

## Properties
net charge = 0
frontier orbital gap = 8.5 eV
HOMO = -7.9 eV
energy relative to the best compared isomer or geometry (same formula, charge and spin) = 253.5 kJ/mol
E = -24629.1875 eV
largest force on an atom = 0.534 eV/A

---

8.
ORCA calculation (ωB97M-V/def2-TZVPD) on a structure of composition C16H26AsCl2N2OSTl.

```
50
C16H26AsCl2N2OSTl (ωB97M-V/def2-TZVPD)
Tl -0.28 -0.35 1.24
C 2.31 -1.44 -0.04
C 1.76 -0.71 -1.11
C 0.57 -1.35 -1.50
C 0.38 -2.48 -0.67
C 1.47 -2.53 0.24
C 1.69 -3.54 1.33
C -0.76 -3.45 -0.80
C -0.33 -0.99 -2.66
C 2.36 0.52 -1.74
C 3.59 -1.13 0.70
H 2.62 -4.11 1.19
H 0.87 -4.26 1.39
H 1.75 -3.07 2.32
H -0.70 -4.03 -1.73
H -1.73 -2.95 -0.80
H -0.77 -4.17 0.03
H -0.42 -1.82 -3.38
H 0.06 -0.13 -3.21
H -1.35 -0.74 -2.34
H 2.32 0.48 -2.83
H 3.42 0.62 -1.47
H 1.88 1.46 -1.43
H 4.46 -1.64 0.28
H 3.52 -1.43 1.75
H 3.81 -0.06 0.68
Cl 3.70 2.69 4.10
C 2.48 1.74 3.19
Cl 1.37 0.90 4.27
H 3.01 1.00 2.62
H 1.90 2.42 2.57
S -2.57 -2.63 6.13
C -1.85 -2.12 4.72
N -1.34 -1.76 3.73
C -1.22 2.25 -2.17
As -2.55 2.08 -0.78
C -4.11 1.69 -1.91
C -3.18 3.77 -0.09
O -2.52 0.79 0.25
H -1.67 2.01 -3.13
H -0.43 1.55 -1.93
H -0.81 3.26 -2.15
H -4.28 2.46 -2.67
H -4.99 1.59 -1.28
H -3.94 0.73 -2.41
H -3.50 4.39 -0.93
H -2.40 4.26 0.49
H -4.03 3.53 0.54
N 0.68 3.58 0.96
C -0.24 3.10 0.44
```

## Properties
net charge = -2
frontier orbital gap = 6.0 eV
HOMO = -1.4 eV
energy relative to the best compared isomer or geometry (same formula, charge and spin) = 95.6 kJ/mol
E = -123454.3391 eV
largest force on an atom = 0.637 eV/A

---

9.
ORCA calculation (ωB97M-V/def2-TZVPD) on a structure of composition C16H26CaN2S4.

```
49
C16H26CaN2S4 (ωB97M-V/def2-TZVPD)
Ca 0.58 0.19 0.22
C 3.39 0.42 2.72
C 2.61 -0.77 2.24
C 1.39 -1.12 2.83
C 0.68 -2.25 2.42
C -0.56 -2.69 3.17
C 1.20 -3.02 1.38
C 2.41 -2.69 0.77
C 2.99 -3.55 -0.32
C 3.09 -1.56 1.20
H 4.22 0.10 3.36
H 2.77 1.09 3.32
H 3.79 0.99 1.88
H 1.00 -0.52 3.65
H -0.28 -3.20 4.10
H -1.16 -3.38 2.59
H -1.18 -1.84 3.45
H 0.66 -3.91 1.06
H 3.73 -4.24 0.10
H 3.48 -2.92 -1.06
H 2.22 -4.13 -0.82
H 4.00 -1.26 0.69
C -1.99 0.81 -2.02
C -1.78 -0.70 -1.95
N -1.37 -1.16 -0.61
C -2.45 -1.38 0.35
C -3.11 -0.11 0.89
S -1.98 1.15 1.57
C -2.29 2.59 0.48
C -1.31 2.79 -0.69
N -0.93 1.53 -1.32
H -2.94 1.09 -1.58
H -2.05 1.11 -3.07
H -0.98 -0.97 -2.63
H -2.69 -1.22 -2.29
H -0.84 -2.02 -0.72
H -2.03 -1.94 1.18
H -3.26 -2.00 -0.07
H -3.78 -0.40 1.70
H -3.72 0.38 0.14
H -2.26 3.46 1.13
H -3.32 2.50 0.14
H -0.40 3.25 -0.34
H -1.78 3.49 -1.39
H -0.11 1.68 -1.91
S 4.56 0.38 -2.01
C 2.99 0.51 -1.49
S 1.78 -0.71 -1.92
S 2.46 1.88 -0.49
```

## Properties
net charge = 0
frontier orbital gap = 6.5 eV
HOMO = -6.4 eV
energy relative to the best compared isomer or geometry (same formula, charge and spin) = 18.8 kJ/mol
E = -81777.2385 eV
largest force on an atom = 0.502 eV/A

---

10.
ORCA calculation (ωB97M-V/def2-TZVPD) on a structure of composition C16H26Cl2CsN6OS4.

```
56
C16H26Cl2CsN6OS4 (ωB97M-V/def2-TZVPD)
Cs -0.37 -0.42 0.22
O -2.28 -5.86 -3.20
C -2.15 -5.01 -2.34
S -0.92 -5.04 -1.09
C -1.39 -3.59 -0.17
C -2.45 -2.90 -0.68
S -3.37 -1.47 -0.17
S -3.15 -3.59 -2.17
S -0.38 -3.45 1.28
Cl -0.54 0.45 3.57
C -2.03 1.41 3.39
Cl -2.20 2.17 1.81
H -2.00 2.19 4.14
H -2.87 0.73 3.53
C 6.30 0.88 -0.49
N 5.33 0.09 -1.22
C 5.93 -1.05 -1.91
C 4.74 -1.97 -2.12
N 3.96 -1.68 -0.94
C 2.64 -2.26 -0.81
C 4.15 -0.36 -0.58
N 3.33 0.26 0.17
C 3.50 1.65 0.51
C 2.21 2.19 1.13
N 1.13 2.42 0.18
C 1.20 3.30 -0.73
N 0.18 3.48 -1.66
C -0.80 2.44 -1.87
C 0.72 4.16 -2.82
C 1.76 5.04 -2.17
N 2.23 4.21 -1.07
C 2.97 4.93 -0.06
H 7.14 1.08 -1.15
H 6.67 0.36 0.40
H 5.89 1.84 -0.19
H 6.67 -1.54 -1.26
H 6.41 -0.74 -2.83
H 5.01 -3.02 -2.18
H 4.19 -1.70 -3.04
H 2.69 -3.34 -0.85
H 1.98 -1.89 -1.60
H 2.24 -1.98 0.16
H 3.76 2.24 -0.38
H 4.29 1.79 1.25
H 2.43 3.09 1.72
H 1.87 1.44 1.85
H -1.25 2.18 -0.92
H -0.36 1.55 -2.32
H -1.58 2.82 -2.52
H -0.05 4.72 -3.35
H 1.18 3.45 -3.52
H 1.29 5.96 -1.79
H 2.58 5.31 -2.83
H 3.61 5.65 -0.57
H 3.62 4.27 0.51
H 2.32 5.47 0.63
```

## Properties
net charge = -1
frontier orbital gap = 4.2 eV
HOMO = -2.6 eV
energy relative to the best compared isomer or geometry (same formula, charge and spin) = 54.5 kJ/mol
E = -96938.0464 eV
largest force on an atom = 0.431 eV/A